Record 1
{"formula": "C32H30N3O2PW", "method": "wB97M-V/def2-TZVPD", "multiplicity": 3, "charge": 4, "relative_energy_kcal_mol": 31.3, "s2": 2.02, "e_lumo_ha": [-0.563, -0.565], "symbols": ["W", "P", "O", "O", "N", "N", "N", "C", "C", "C", "C", "C", "C", "C", "C", "C", "C", "C", "C", "C", "C", "C", "C", "C", "C", "C", "C", "C", "C", "C", "C", "C", "C", "C", "C", "C", "C", "C", "C", "H", "H", "H", "H", "H", "H", "H", "H", "H", "H", "H", "H", "H", "H", "H", "H", "H", "H", "H", "H", "H", "H", "H", "H", "H", "H", "H", "H", "H", "H"], "positions_angstrom": [[0.61, 1.08, -0.41], [-0.91, -2.05, 1.74], [2.42, -0.64, 1.60], [-2.25, 1.04, 0.91], [1.33, -2.07, -1.14], [1.43, 2.80, 0.43], [-2.91, -2.31, -1.50], [-0.98, 1.67, -2.46], [-0.41, -0.61, 4.06], [-2.85, -4.20, 1.74], [-0.86, -2.73, 5.84], [-4.96, -2.40, 1.98], [1.47, 1.98, -2.26], [1.79, 3.81, 0.88], [-4.16, -4.67, 1.80], [0.69, -5.38, 0.01], [0.13, -3.54, 1.48], [1.64, 0.72, -2.91], [-3.83, -1.60, -1.51], [2.12, 5.01, 1.62], [2.27, -2.70, -1.42], [-0.26, -0.41, 5.43], [1.76, -0.03, 0.84], [-0.76, 0.32, -2.73], [2.00, -4.98, 2.01], [1.72, -5.76, 0.88], [-0.74, -1.89, 3.57], [-4.98, -0.72, -1.54], [-0.10, -4.27, 0.30], [-0.50, -1.47, 6.32], [-5.22, -3.77, 1.93], [1.21, -3.87, 2.31], [-3.66, -1.93, 1.92], [-0.97, -2.95, 4.46], [-2.59, -2.83, 1.78], [3.33, -3.62, -1.75], [0.13, 2.47, -2.04], [0.55, -0.13, -3.00], [-1.18, 1.01, 0.40], [-1.04, -3.56, 6.53], [-2.04, -4.93, 1.65], [-5.43, -0.64, -0.55], [0.68, -1.15, -3.36], [-5.75, -1.09, -2.24], [-6.25, -4.13, 1.98], [-1.98, 2.08, -2.36], [-4.67, 0.28, -1.87], [0.49, -5.96, -0.90], [0.00, 3.51, -1.74], [2.64, 0.41, -3.20], [-3.45, -0.86, 1.96], [2.32, -6.64, 0.65], [-5.78, -1.68, 2.08], [2.30, 2.67, -2.15], [1.81, 4.91, 2.67], [2.83, -5.25, 2.67], [4.08, -3.12, -2.39], [-4.35, -5.74, 1.75], [-0.90, -3.96, -0.37], [0.05, 0.57, 5.80], [3.82, -3.99, -0.83], [-1.24, -3.94, 4.09], [-0.28, 0.20, 3.34], [1.43, -3.27, 3.19], [1.60, 5.86, 1.16], [3.21, 5.16, 1.57], [-0.41, -1.30, 7.39], [-1.59, -0.39, -2.74], [2.91, -4.47, -2.30]]}

=====

Record 2
{"formula": "C4H10O2", "method": "wB97M-V/def2-TZVPD", "multiplicity": 1, "charge": 0, "relative_energy_kcal_mol": 30.6, "smiles": "CC(=O)[C@@H](C)O.[H][H]", "e_lumo_ha": 0.031, "symbols": ["O", "O", "C", "C", "C", "C", "H", "H", "H", "H", "H", "H", "H", "H", "H", "H"], "positions_angstrom": [[-1.36, 1.37, -0.16], [0.85, 1.21, 1.19], [-1.03, 0.23, 0.10], [-1.90, -0.95, -0.25], [1.28, -0.80, -0.05], [0.29, -0.02, 0.82], [2.23, -0.87, 0.48], [-1.44, -1.56, -1.04], [1.67, 2.32, -1.59], [-2.03, -1.60, 0.63], [1.46, -0.28, -0.99], [1.66, 2.09, -0.88], [0.93, -1.82, -0.26], [0.22, 1.89, 0.87], [0.06, -0.61, 1.72], [-2.88, -0.60, -0.59]]}

=====

Record 3
{"formula": "C45H31AsN7O2S5W", "method": "wB97M-V/def2-TZVPD", "multiplicity": 1, "charge": -1, "relative_energy_kcal_mol": 8.3, "e_lumo_ha": [0.054, 0.054], "symbols": ["W", "As", "S", "S", "S", "S", "S", "O", "O", "N", "N", "N", "N", "N", "N", "N", "C", "C", "C", "C", "C", "C", "C", "C", "C", "C", "C", "C", "C", "C", "C", "C", "C", "C", "C", "C", "C", "C", "C", "C", "C", "C", "C", "C", "C", "C", "C", "C", "C", "C", "C", "C", "C", "C", "C", "C", "C", "C", "C", "C", "C", "H", "H", "H", "H", "H", "H", "H", "H", "H", "H", "H", "H", "H", "H", "H", "H", "H", "H", "H", "H", "H", "H", "H", "H", "H", "H", "H", "H", "H", "H", "H"], "positions_angstrom": [[0.33, 1.02, 0.23], [1.29, -1.31, 0.98], [2.25, 1.18, -1.45], [-0.07, 0.81, 2.75], [-0.93, -2.14, -3.52], [2.57, 1.87, 1.24], [1.86, -1.37, -2.85], [-3.76, 0.38, 2.03], [-1.72, 0.58, 0.35], [-1.75, -0.82, -1.45], [-3.46, 2.59, -5.04], [-0.30, 2.44, -1.48], [-0.36, -0.55, -1.48], [-2.63, 7.60, 2.87], [5.57, 1.90, -2.96], [6.20, 3.10, 1.26], [-5.79, -0.28, 1.08], [-0.32, 5.01, 2.42], [5.50, 2.69, 0.43], [-1.60, 3.14, -3.34], [-1.15, -2.58, 1.76], [-2.49, -4.07, 0.43], [0.99, -0.34, 3.56], [-2.18, 6.61, 2.51], [-0.47, 2.94, 1.12], [-1.78, 3.34, 0.80], [3.99, -1.51, -0.10], [2.69, -2.13, 4.87], [-2.35, 4.52, 1.25], [-1.49, -4.10, -0.53], [-1.27, 2.21, -2.36], [-0.15, -2.61, 0.79], [-1.61, 5.38, 2.05], [4.06, -4.28, -0.18], [0.38, 3.60, -1.55], [0.10, 4.58, -2.48], [-0.33, -3.37, -0.35], [-5.92, -1.10, -1.18], [-2.33, -0.22, -0.45], [5.16, 2.04, -1.89], [4.64, 2.19, -0.57], [-4.41, -0.08, 0.95], [1.16, -0.26, 4.94], [-2.32, -3.31, 1.57], [5.13, -2.16, -0.54], [2.53, -2.21, 3.50], [1.67, -1.33, 2.86], [5.17, -3.54, -0.59], [-2.64, 2.83, -4.28], [-0.91, 4.34, -3.40], [-4.56, -0.91, -1.32], [2.00, -1.15, 5.59], [1.63, -2.88, -3.82], [0.37, -2.70, -4.64], [2.86, -2.23, 0.28], [0.22, 3.82, 1.97], [-3.79, -0.40, -0.27], [3.33, 1.83, -0.29], [-6.53, -0.78, 0.03], [0.15, -1.20, -2.48], [2.92, -3.62, 0.26], [-6.50, -1.49, -2.01], [-3.37, 4.77, 0.97], [3.07, -2.96, 2.93], [-7.59, -0.92, 0.15], [0.67, 5.49, -2.48], [1.54, -3.75, -3.16], [6.06, -4.05, -0.94], [-3.41, -4.62, 0.28], [0.53, -1.97, -5.43], [2.12, -1.08, 6.66], [5.99, -1.57, -0.84], [-4.05, -1.16, -2.24], [0.26, 5.66, 3.06], [1.16, 3.73, -0.81], [0.04, -3.64, -5.09], [0.43, -3.38, -1.13], [2.08, -4.22, 0.60], [3.36, -2.80, 5.38], [-1.63, -4.68, -1.44], [-2.82, 0.54, 1.81], [-2.40, 2.71, 0.17], [3.98, -0.43, -0.06], [-6.24, -0.03, 2.03], [4.09, -5.36, -0.19], [2.52, -3.00, -4.43], [-1.80, 1.26, -2.30], [-1.16, 5.08, -4.16], [-3.10, -3.26, 2.32], [1.21, 3.57, 2.30], [-1.04, -1.96, 2.64], [0.64, 0.51, 5.50]]}

=====

Calculated molecular weight in order - 703.43 90.12 1120.89 g/mol